No. 1
This record from the OMol25 dataset describes C25H36AsCsN2O8PS as an isolated structure. The level of theory is wB97M-V/def2-TZVPD.

The geometry in XYZ format:
```
75
Properties=species:S:1:pos:R:3:forces:R:3
O -2.175 1.917 1.416 0.0 0.0 -0.1
H 3.857 0.987 -4.322 0.0 0.0 0.0
C 2.078 2.488 -5.660 0.0 0.0 0.0
H -0.450 5.528 -0.562 0.0 0.0 0.0
C 2.089 2.243 -4.276 0.0 0.0 0.0
H -0.655 4.051 -3.435 0.0 0.0 0.0
C 2.134 1.740 -1.430 0.0 0.0 0.0
C -2.176 5.986 0.650 0.0 0.0 0.0
C -3.168 4.096 1.760 0.0 0.0 0.0
H 0.504 -0.956 -2.671 0.0 0.0 0.0
H -4.072 -1.681 -1.037 0.0 0.0 0.0
S -1.638 -1.948 6.749 0.0 0.0 0.0
H 4.667 -3.551 -0.929 0.0 0.0 0.0
C 3.100 1.423 -3.678 0.0 0.0 0.0
H -1.703 -2.269 3.134 0.0 0.0 0.0
C 0.132 3.851 -5.407 0.0 0.0 0.1
C -3.224 1.303 2.145 -0.1 0.1 0.0
H -3.220 1.629 3.190 0.0 0.0 0.0
C 1.116 3.284 -6.229 0.0 0.0 0.0
H 0.678 0.267 5.545 0.0 0.0 0.0
H -0.398 0.237 4.140 -0.1 0.0 0.0
O -2.338 -1.676 0.860 -0.3 0.1 0.1
C 0.396 -0.295 4.658 0.0 0.0 0.0
H 0.625 -6.056 0.287 0.0 0.0 0.0
H 3.265 -4.270 -1.758 0.0 0.0 0.0
N 0.111 3.224 -1.338 0.0 0.0 -0.1
H 1.071 -4.021 5.888 0.0 0.0 0.0
H -3.933 3.693 2.408 0.0 0.0 0.0
H 3.501 -2.505 -1.773 0.0 0.0 0.0
O 2.269 1.499 -0.199 0.0 0.1 0.0
C 0.528 -1.973 -2.280 -0.1 0.0 0.0
C 1.344 -2.999 5.633 0.0 0.0 0.0
C 0.117 3.617 -4.054 0.0 0.0 0.0
H 3.893 0.584 -1.896 0.0 0.0 0.0
C 3.615 -3.414 -1.178 0.0 0.0 0.0
H -4.443 -3.329 -1.615 0.0 0.0 0.0
H -2.153 7.047 0.439 0.0 0.0 0.0
H 1.808 -2.526 6.496 0.0 0.0 0.0
C -1.224 5.144 0.090 0.0 0.0 0.0
O -2.597 -3.139 -0.804 -0.1 0.0 0.1
C 1.102 2.809 -3.439 0.0 0.0 0.0
C -3.967 -2.747 -0.826 0.0 0.0 0.0
H -4.194 1.529 1.696 0.0 0.0 0.0
C -1.225 3.782 0.350 0.0 0.0 0.0
O 0.824 -4.369 -0.912 0.0 0.0 -0.1
H -0.085 -2.924 2.836 0.0 0.0 0.0
H 1.113 3.469 -7.296 0.0 0.0 0.0
C 1.101 2.540 -2.017 0.0 0.0 0.0
H -1.258 -3.847 3.815 0.0 0.0 0.0
C 0.024 -5.410 -0.358 0.0 0.0 0.0
H -0.635 4.479 -5.845 0.0 0.0 0.0
O 2.896 -3.306 0.046 0.1 0.0 0.0
H 3.123 0.139 0.807 0.0 -0.1 0.1
N -0.238 2.898 -0.177 0.0 0.0 0.0
H 3.294 -1.389 1.013 0.0 0.0 0.0
O 3.218 -0.555 1.496 0.0 0.1 -0.2
C -0.892 -2.852 3.568 0.0 0.0 0.0
C -1.768 -2.501 0.149 0.4 -0.2 -0.1
H 2.026 -2.991 4.783 0.0 0.0 0.0
H 1.260 -0.422 4.007 0.1 0.0 -0.1
H 1.089 -2.609 -2.968 0.0 0.0 0.0
Cs 0.141 0.123 1.031 -0.1 -0.3 0.1
H -3.893 6.104 1.931 0.0 0.0 0.0
P 1.245 -3.131 0.064 0.0 0.0 0.1
H -0.484 -2.360 -2.164 0.0 0.0 0.0
H 2.850 2.033 -6.270 0.0 0.0 0.0
C -2.212 3.259 1.203 0.0 0.0 0.0
H -4.456 -2.948 0.130 0.0 0.0 0.0
H -0.359 -5.995 -1.192 0.0 0.0 0.0
H -3.044 0.235 2.078 0.0 -0.1 0.0
C -3.146 5.461 1.483 0.0 0.0 0.0
C 3.123 1.196 -2.352 0.0 0.0 0.0
O 1.179 -1.909 -1.012 0.0 0.0 -0.1
H -0.815 -4.989 0.197 0.0 0.0 0.0
As -0.267 -2.029 5.188 0.0 0.0 0.0
```
Positions in Å, forces in eV/Å.

Properties
Charge: -1
Energy relative to the best compared isomer or geometry (same formula, charge and spin): 5.4 kcal/mol

---

No. 2
This record from the OMol25 dataset describes C25H36CaF4N3O2 as an isolated structure. The level of theory is wB97M-V/def2-TZVPD.

The geometry in XYZ format:
```
71
Properties=species:S:1:pos:R:3:forces:R:3
H 1.749 -2.472 -2.803 0.0 0.0 0.0
C 0.974 3.446 -2.490 0.0 0.0 0.0
H -4.232 0.861 0.588 0.0 0.0 0.0
H -5.161 -0.593 0.281 0.0 0.0 0.0
H 0.531 2.667 3.301 0.0 0.0 0.0
H -2.325 0.618 2.178 0.0 0.0 0.0
H 1.970 3.102 -2.774 0.0 0.0 0.0
C 1.274 -3.185 4.163 -0.1 -0.1 0.1
C 1.607 -2.234 3.225 0.0 0.1 0.0
C -1.968 3.418 -1.360 0.0 0.0 0.0
F -1.586 -4.726 2.642 0.0 0.0 0.0
C -0.069 -1.429 -3.315 0.1 0.0 0.1
H 1.519 1.338 2.704 0.0 0.0 0.0
H 3.613 0.524 -4.244 0.0 0.0 0.0
C -0.543 -3.896 2.858 0.0 0.0 0.1
C -0.225 -2.961 1.908 0.1 0.1 -0.1
H 0.979 4.538 -2.575 0.0 0.0 0.0
C 2.226 0.280 -2.612 0.0 0.0 -0.1
H 2.730 1.042 -2.019 0.0 0.0 0.0
C 1.005 -1.827 -2.311 -0.1 -0.1 -0.1
H 3.347 2.977 -1.065 0.0 0.0 0.0
C 1.464 2.749 -0.026 0.1 -0.1 0.1
C 0.196 -4.040 4.022 0.0 0.0 0.0
H -0.842 -0.806 -2.861 0.0 0.0 0.0
H -0.052 -4.776 4.771 0.0 0.0 0.0
C -3.591 -0.237 -1.139 -0.3 0.0 0.1
H 3.486 2.041 0.421 0.0 0.0 0.0
H 1.402 0.786 -3.118 0.0 0.0 0.0
H 3.683 -0.817 -1.009 0.0 0.0 0.0
H -1.656 2.541 2.710 0.0 0.0 0.0
C -4.148 -0.193 0.296 0.1 0.0 -0.1
H -1.983 4.093 1.968 0.0 0.0 0.0
C 2.379 -0.674 0.724 0.0 -0.2 0.0
C 3.182 -0.290 -3.660 0.0 0.0 0.0
C 0.872 -2.052 2.021 -0.2 -0.2 0.3
F 2.015 -3.261 5.291 0.0 0.0 0.0
F 2.628 -1.391 3.526 0.0 0.0 0.0
N 1.051 -1.153 1.061 -0.1 0.2 -0.2
F -0.934 -2.931 0.754 0.0 0.0 0.0
H 2.700 -2.243 -0.684 0.0 0.0 0.0
C -0.668 2.843 0.805 0.2 -0.1 0.0
N 1.664 -0.684 -1.661 -0.1 -0.1 0.0
C -3.322 -0.952 1.327 -0.1 0.0 0.1
H 0.554 -2.420 -1.513 0.0 0.0 0.0
H -2.760 2.655 1.329 0.0 0.0 0.0
H 0.275 3.074 -3.243 0.0 0.0 0.0
H -1.583 -0.815 2.395 0.1 0.0 0.0
H -1.830 3.268 -2.431 0.0 0.0 0.0
H 3.280 3.779 0.492 0.0 0.0 0.0
C -0.723 3.072 -0.591 -0.3 -0.1 0.0
H -3.953 -1.133 2.207 0.0 0.0 0.0
N -2.085 -0.251 1.713 0.1 0.0 -0.1
C 2.963 2.878 -0.047 -0.1 0.0 0.0
H -2.814 2.792 -1.064 0.0 0.0 0.0
H 2.400 0.416 0.746 0.0 0.1 0.0
O -2.323 -0.124 -1.231 0.4 0.0 -0.1
H 2.666 -0.959 -4.351 0.0 0.0 0.0
C 0.590 3.018 -1.101 -0.1 0.0 -0.2
H -0.565 -2.325 -3.690 0.0 0.0 0.0
H 3.167 -1.025 1.395 0.0 0.0 0.0
H 4.004 -0.847 -3.205 0.0 0.0 0.0
C 2.687 -1.150 -0.696 -0.1 0.1 0.1
C 1.248 2.385 2.527 0.0 0.0 0.0
H -2.266 4.463 -1.215 0.0 0.0 0.0
C -1.822 3.031 1.747 0.0 0.1 0.0
H -3.045 -1.925 0.925 0.0 0.0 0.0
C 0.690 2.621 1.150 -0.1 0.0 0.1
Ca -0.406 0.329 -0.200 0.3 0.3 0.2
H 2.151 2.979 2.695 0.0 0.0 0.0
O -4.384 -0.354 -2.069 0.1 0.0 0.0
H 0.351 -0.902 -4.174 0.0 0.0 0.0
```
Positions in Å, forces in eV/Å.

Properties
Charge: -1
Energy relative to the best compared isomer or geometry (same formula, charge and spin): 8.3 kcal/mol

---

No. 3
This record from the OMol25 dataset describes C25H36CsF3IMgNNaO14PS as an isolated structure at a distorted geometry. The level of theory is wB97M-V/def2-TZVPD.

The geometry in XYZ format:
```
85
Properties=species:S:1:pos:R:3:forces:R:3
H -6.323 9.687 -1.247 0.0 0.0 0.0
H -6.783 9.176 0.381 -0.1 -0.1 0.0
C 3.470 4.759 4.000 0.4 -0.2 0.1
H 1.120 5.747 4.009 0.1 -0.1 -0.1
H -0.157 -0.037 0.506 -0.1 0.1 0.2
H 8.572 -4.889 -0.497 -0.2 0.1 0.2
H -5.087 2.412 -1.474 0.0 0.2 0.2
H -7.176 7.670 -2.251 -0.3 -0.2 0.0
C 3.582 -5.294 1.743 0.1 -0.4 0.1
O -2.883 2.233 -3.063 -1.6 -0.5 1.3
H 0.882 2.920 5.182 -0.1 0.1 0.1
P -2.857 2.012 -1.440 2.5 1.3 0.7
O -4.263 -0.449 -2.927 -1.2 0.6 -2.4
C -0.569 -1.321 -3.515 -0.3 0.0 0.1
C 6.717 -5.671 0.329 -1.1 -0.5 1.0
O 2.232 -1.758 -5.519 -0.1 0.1 0.1
C -2.163 -0.342 -0.150 -0.1 -0.2 1.0
H -2.329 -2.497 -3.130 0.0 0.0 0.0
O 2.672 4.865 5.076 -0.1 0.2 0.0
H 6.667 4.407 3.833 -0.1 0.1 0.5
O -0.937 1.482 3.159 1.1 0.1 -0.2
O 0.064 -1.503 -6.100 0.0 0.0 0.1
H -0.807 -3.403 -3.006 0.0 0.1 0.1
H -8.032 9.541 -0.823 -0.1 -0.2 0.0
F 0.539 -6.944 2.736 -0.1 0.0 0.0
C 1.378 -6.117 2.100 0.4 0.1 -0.2
C -3.706 -2.402 -0.135 0.0 -0.3 0.6
H 3.090 -6.838 3.160 0.0 0.0 0.0
H -3.769 1.987 -3.386 0.4 -0.1 -0.7
C 1.282 4.998 4.786 -0.3 -0.1 0.0
H -1.444 -2.982 -4.583 -0.1 0.1 0.0
Mg -1.918 -2.007 3.229 -1.7 -3.1 1.5
H 1.325 -3.703 -0.264 0.1 -0.1 -0.1
H -0.402 3.749 4.278 0.0 0.0 0.0
H 2.151 -1.144 -7.512 -0.1 -0.1 0.1
Na -7.279 -3.632 1.066 -0.2 0.0 0.0
C 2.551 -1.949 -6.899 0.2 0.0 -0.3
H 4.643 -5.304 1.959 0.0 0.2 0.1
H -5.481 -2.218 -1.303 0.2 -0.1 -0.2
F 4.175 -4.361 -1.317 -0.2 -0.3 0.2
O -7.919 6.907 -0.437 0.2 -1.1 0.0
O 0.776 -1.491 -3.950 0.0 0.2 0.1
O 6.342 -4.637 0.900 0.3 0.4 -0.3
C 0.861 -5.243 1.138 -0.3 0.1 0.0
H 1.104 3.286 3.481 0.0 0.1 0.0
C 1.710 -4.387 0.480 -0.1 -0.2 0.1
H 3.634 -1.950 -6.982 0.0 0.0 0.2
H 5.612 5.166 2.622 -0.2 0.0 0.0
C -7.049 9.092 -0.674 0.4 0.3 -0.3
S -1.398 0.280 2.532 -1.4 5.4 -0.5
C 0.677 3.663 4.409 0.1 -0.1 -0.1
C 0.940 -1.572 -5.276 0.2 -0.1 -0.1
C 5.671 4.384 3.379 0.7 -0.1 -0.2
O 4.711 4.602 4.422 -0.3 0.1 -0.1
H -4.604 1.980 0.017 1.5 -0.2 -1.0
H -0.516 -0.978 -2.480 0.3 0.1 0.0
Cs -6.459 2.808 0.722 -3.5 1.7 2.0
O -1.402 -2.508 0.332 2.1 -1.7 0.9
N -4.389 2.635 -0.745 1.3 -1.9 -2.3
F 7.870 4.632 5.424 -0.1 -0.1 -0.2
C -4.481 -1.875 -1.052 -0.4 0.7 -0.7
H 2.170 -2.912 -7.240 -0.1 0.1 0.0
C -3.928 -0.696 -1.828 1.2 -0.2 2.8
O 6.454 -6.859 0.534 0.1 0.1 -0.4
C -1.333 -2.623 -3.561 0.0 -0.4 -0.1
O -2.865 0.167 2.788 1.3 -2.3 -1.0
H 3.760 -3.724 0.260 0.0 0.2 0.4
H 5.511 3.404 2.928 -0.2 0.1 -0.1
I -4.369 -4.056 1.035 0.8 0.3 -0.3
H 7.183 -4.778 -1.597 -0.2 0.1 0.2
C -7.023 7.620 -1.147 0.0 0.9 0.1
C 2.726 -6.150 2.408 -0.1 -0.3 0.0
C -2.323 -1.830 0.062 -1.6 1.2 -0.6
C -2.938 0.188 -1.079 -1.8 0.4 -1.5
H 7.982 -6.337 -1.331 -0.2 -0.1 0.2
H -5.952 7.311 -1.075 0.0 -0.2 0.3
H -0.668 -0.833 3.152 0.5 0.2 -0.4
H -1.066 -0.539 -4.093 0.1 -0.1 -0.1
H -0.200 -5.252 0.921 0.0 0.0 0.1
O 3.100 4.784 2.850 -0.2 0.1 0.1
C 7.685 -5.403 -0.862 0.8 0.2 -1.0
H -1.088 1.471 0.464 -0.2 -0.1 0.2
C -1.153 0.402 0.684 0.6 -1.1 0.1
C 3.082 -4.402 0.776 0.5 0.4 -0.6
H 0.812 5.372 5.697 0.2 0.0 0.1
```
Positions in Å, forces in eV/Å.

---

What frontier orbital gap values result from the calculations? In sequence: 0.2367 0.2564 0.0324 hartree.
What E_LUMO values result from the calculations? In sequence: 2.1 2.7 -5.2 eV.
What energy values result from the calculations? In sequence: -4681.20098 -2366.22933 -3800.95075 a.u..